Here is a gas-phase ion, C8H17N2O2 (charge +1) from OMol25. Energies are from ωB97M-V/def2-TZVPD.

Properties
Multiplicity ... 1
LUMO level ... -3.21 eV
Total charge ... +1
SMILES string ... CCN1C=[N+](O[C@@H](C)OC)CC1
Highest occupied orbital energy ... -13.22 eV

Last column: natural (NBO) charge in e.
Atoms and positions in Å:
H 0.603 1.906 2.198  0.22
O -1.624 -1.776 0.293  -0.55
H -2.439 0.559 -0.505  0.23
H 3.379 0.722 -0.908  0.20
C 0.292 1.978 1.234  -0.22
C 0.773 0.059 0.058  0.35
H -3.974 -0.103 0.324  0.25
H 0.759 -1.068 -0.135  0.27
C -1.314 -3.099 0.778  -0.25
H -2.187 -3.610 1.066  0.19
H 2.154 2.522 0.603  0.22
C -2.023 -0.800 1.195  0.36
H -0.862 -3.575 -0.023  0.21
H 1.012 2.991 -0.501  0.22
H -0.889 -2.998 1.695  0.18
H -2.673 -1.126 2.092  0.20
H 1.463 -0.196 -3.238  0.24
N -0.038 0.557 0.943  -0.05
H 3.029 -0.504 -3.126  0.24
C 2.191 -0.486 -2.531  -0.63
H -0.727 2.412 1.186  0.23
N 1.330 1.009 -0.655  -0.35
C 2.424 0.797 -1.631  -0.21
O -0.869 -0.143 1.804  -0.36
H -2.945 1.036 1.297  0.22
H 2.162 -1.457 -1.951  0.23
C 1.299 2.246 0.093  -0.23
H 2.584 1.822 -2.210  0.24
C -2.891 0.327 0.553  -0.65

Here is a gas-phase ion, C8H17N2Si (charge +1) from OMol25. Energies are from ωB97M-V/def2-TZVPD.

Properties
Multiplicity ... 1
LUMO level (alpha / beta) ... -3.80 / -3.80 eV
Total charge ... +1
Highest occupied orbital energy (alpha / beta) ... -11.57 / -11.57 eV

Last column: natural (NBO) charge in e.
Atoms and positions in Å:
H -1.515 -2.270 0.935  0.24
N -1.117 -0.431 0.219  -0.39
C -0.068 0.279 0.357  -0.07
H 3.461 0.250 1.986  0.27
H -0.939 3.085 0.662  0.21
H -3.375 1.985 -0.065  0.46
N -2.361 1.556 0.033  -0.49
C 2.670 -0.494 1.605  -1.11
C -2.328 0.189 -0.042  0.28
H -3.546 -1.477 0.168  0.24
H 0.081 -2.108 0.306  0.24
C 2.092 2.112 -0.257  -1.05
H 1.871 -0.478 2.421  0.25
C -3.622 -0.529 -0.355  -0.64
H -1.199 -2.355 -0.827  0.25
H 1.154 -1.146 -2.072  0.23
H 2.265 -2.064 -0.917  0.24
Si 1.821 0.185 0.011  1.51
C 2.095 -1.075 -1.473  -1.07
C -1.238 2.243 0.202  0.07
H -3.496 -0.861 -1.375  0.24
H -4.397 0.229 -0.082  0.24
H 3.039 2.380 -0.555  0.25
H 3.184 -1.437 1.540  0.26
C -0.952 -1.845 0.086  -0.43
H 2.166 2.552 0.718  0.25
H 1.399 2.457 -1.025  0.25
H 2.857 -0.933 -2.203  0.27

Here is a gas-phase ion, C8H17N3 (charge +2) from OMol25. Energies are from ωB97M-V/def2-TZVPD.

Properties
Multiplicity ... 1
LUMO level ... -7.84 eV
Total charge ... +2
SMILES string ... C[NH+](C)/C=C1/N=CC[N+]1(C)C
Highest occupied orbital energy ... -17.97 eV

Last column: natural (NBO) charge in e.
Atoms and positions in Å:
H 0.601 0.674 -2.282  0.27
C 1.298 1.451 0.896  -0.40
N 1.296 0.486 -0.182  -0.26
N 1.515 -1.754 0.622  -0.38
H -1.781 0.695 0.588  0.44
C -0.685 -1.022 0.612  -0.05
C 0.612 -0.770 0.327  0.32
H 3.580 -2.111 0.455  0.28
H 3.550 0.754 0.004  0.30
C -3.015 -0.656 1.209  -0.46
H -3.452 -1.660 1.025  0.27
H -1.796 -1.292 -1.522  0.24
C -2.282 -0.411 -1.166  -0.41
H -0.963 -2.008 0.766  0.26
H 0.162 1.984 -1.040  0.23
N -1.905 -0.269 0.300  -0.37
H 1.588 2.401 0.557  0.25
H 1.746 1.780 -1.625  0.25
H -3.322 -0.383 -1.275  0.26
H 2.010 1.111 1.649  0.26
H -2.687 -0.821 2.254  0.26
H 0.201 1.585 1.245  0.21
C 2.694 -1.412 0.304  0.17
C 0.905 1.220 -1.365  -0.43
H 2.898 -0.254 -1.431  0.28
H -3.733 0.266 1.202  0.26
H -1.795 0.438 -1.832  0.24
C 2.759 -0.022 -0.297  -0.31

Here is 2 unconnected molecules or ions with the total composition C8H17N4 from OMol25. Energies are from ωB97M-V/def2-TZVPD.

Properties
Multiplicity ... 1
LUMO level ... -2.96 eV
Total charge ... +1
Highest occupied orbital energy ... -10.90 eV

Last column: natural (NBO) charge in e.
Atoms and positions in Å:
N 0.424 1.254 -0.680  -0.56
H 0.115 -0.960 2.139  0.23
H 1.606 -0.401 1.265  0.20
H -2.304 1.927 1.726  0.23
N -0.980 0.204 -2.237  -0.85
H 1.644 3.774 0.969  0.44
H -1.964 -0.049 -2.445  0.40
H -1.725 -2.344 -0.490  0.22
C -1.610 1.479 1.117  -0.03
H 2.435 2.392 0.282  0.41
H -0.275 -0.318 -2.726  0.38
H 0.763 -1.907 -2.029  0.22
H -2.738 0.238 -0.405  0.25
N -0.384 2.135 1.284  -0.57
H 1.886 -2.499 -0.739  0.23
C 1.188 -1.668 -1.081  -0.67
C -0.901 -2.398 0.219  -0.67
C 0.610 2.067 0.348  0.69
N 1.611 2.907 0.460  -0.79
H -1.449 -2.376 1.098  0.22
C 0.837 -1.097 1.356  -0.67
C -1.831 0.750 0.017  -0.24
H -0.397 -3.368 0.166  0.22
C 0.259 -1.436 0.013  0.15
H -0.299 2.648 2.164  0.43
H 1.363 -2.038 1.610  0.24
H 1.038 1.540 -1.428  0.43
C -0.677 0.341 -0.832  0.24
H 1.756 -0.797 -1.143  0.20

Here is a gas-phase ion, C8H17N4 (charge +1) from OMol25. Energies are from ωB97M-V/def2-TZVPD.

Properties
Multiplicity ... 1
LUMO level ... -3.47 eV
Total charge ... +1
Highest occupied orbital energy ... -12.34 eV

Last column: natural (NBO) charge in e.
Atoms and positions in Å:
H 2.417 3.333 -1.378  0.21
N -1.677 0.242 2.821  -0.71
C 0.455 3.716 -0.121  -0.48
H 0.347 -2.870 -2.777  0.23
C -0.790 -3.749 -0.216  -0.65
N 0.961 2.388 -0.258  -0.39
H 0.854 -1.198 -2.099  0.23
H -0.480 3.831 0.570  0.22
C -0.847 0.326 1.815  0.53
C 0.710 1.302 0.361  0.26
N -0.851 -1.075 -0.118  -0.28
H -1.799 -4.074 0.160  0.22
C -0.753 -2.336 -0.825  -0.10
H -1.554 -2.455 -1.546  0.22
N -0.215 1.404 1.495  -0.58
C -0.679 -0.977 1.111  0.01
H 1.358 -2.921 -1.383  0.22
H -0.377 -1.845 1.771  0.19
H 1.317 2.488 -2.357  0.22
H -0.625 -4.412 -1.032  0.24
H -1.702 1.039 3.469  0.41
H 0.145 4.238 -1.070  0.24
H -1.970 -0.665 3.302  0.45
H 2.494 1.525 -1.428  0.24
C 1.839 2.363 -1.393  -0.40
H -0.079 -4.008 0.592  0.21
H 1.120 4.512 0.141  0.24
H -0.168 2.136 2.220  0.41
C 0.548 -2.260 -1.828  -0.61

Here is a molecular structure, C8H17N4O3V from OMol25. Energies are from ωB97M-V/def2-TZVPD.

Properties
Multiplicity ... 4
Expectation value of S² ... 3.7581
LUMO level (alpha / beta) ... -3.47 / -3.48 eV
Total charge ... +1
Highest occupied orbital energy (alpha / beta) ... -10.90 / -11.76 eV

Last column: natural (NBO) charge in e.
Atoms and positions in Å:
C -1.848 -0.741 1.159  -0.25
H 3.291 1.542 0.903  0.39
H -0.968 0.448 -0.853  0.43
H 1.294 -2.363 -2.563  0.24
H 4.442 -0.717 0.535  0.22
H 3.110 -0.570 1.709  0.23
C -0.067 -0.672 -2.378  0.76
H -2.043 -1.364 0.287  0.26
C 2.513 -1.462 -0.041  0.64
H -3.114 0.965 -0.723  0.25
C -1.478 1.979 0.149  -0.24
H -2.913 0.723 2.230  0.43
H -0.194 0.404 1.846  0.20
C 0.858 -1.709 -1.787  -0.36
O 0.410 0.429 -2.810  -0.77
H -1.597 2.593 -0.768  0.25
V 1.505 0.948 -1.232  1.27
H 4.077 1.139 -0.410  0.39
O 2.317 -2.580 0.488  -0.65
C 3.407 -0.459 0.692  -0.32
C -0.460 -0.076 0.963  -0.26
H 0.338 -2.355 -1.133  0.22
H -3.610 2.125 0.513  0.24
N -0.478 0.922 -0.087  -0.70
C -2.886 1.380 0.264  -0.25
N -2.970 0.281 1.301  -0.50
O -1.310 -0.838 -2.290  -0.72
N 1.966 -0.957 -1.179  -0.74
H -1.870 -1.343 2.061  0.24
H -1.310 2.600 1.009  0.21
N 3.244 0.892 0.175  -0.86
H 0.237 -0.954 0.721  0.28
H -3.892 -0.209 1.245  0.45